{"formula": "C36H57CoN4O7SiTe", "method": "the ωB97M-V functional and the def2-TZVPD basis", "s2": 3.76, "spin_multiplicity": 4, "homo_energy_ev": [-4.494, -4.495], "relative_energy_kcal_mol": 0.0, "total_energy_ev": -111359.214, "charge": -1, "lumo_energy_ha": [0.0863, 0.0863], "symbols": ["Co", "O", "C", "N", "C", "C", "O", "N", "C", "C", "C", "C", "C", "C", "C", "C", "C", "C", "C", "C", "H", "H", "H", "H", "H", "H", "H", "H", "H", "H", "H", "C", "C", "C", "C", "O", "Si", "O", "O", "C", "C", "C", "C", "O", "C", "C", "C", "C", "H", "H", "H", "H", "H", "H", "H", "H", "H", "H", "H", "H", "H", "H", "H", "H", "H", "H", "H", "H", "H", "H", "H", "H", "H", "H", "H", "C", "Te", "C", "H", "H", "H", "H", "H", "H", "C", "C", "N", "C", "C", "N", "H", "H", "H", "H", "H", "H", "C", "C", "C", "O", "H", "H", "H", "H", "H", "H", "H"], "positions_angstrom": [[-0.18042, -0.99067, 0.25561], [-1.77727, 0.31709, -2.03892], [-2.48619, 0.28318, -1.04841], [-3.79138, 0.73565, -1.01403], [-4.28650, 0.80129, 0.34033], [-3.16568, -0.04252, 1.04805], [-3.26342, -0.43432, 2.20095], [-2.12785, -0.21654, 0.19452], [-4.25887, 2.24009, 0.90812], [-4.05306, 2.49335, 2.26514], [-4.02519, 3.79628, 2.74971], [-4.20345, 4.87197, 1.89110], [-4.41145, 4.63066, 0.54071], [-4.43894, 3.32892, 0.05842], [-5.67366, 0.17858, 0.49119], [-6.24720, -0.00936, 1.75026], [-7.51332, -0.56308, 1.87323], [-8.23616, -0.92863, 0.74326], [-7.67170, -0.74917, -0.50930], [-6.39800, -0.20530, -0.63243], [-4.12769, 1.30768, -1.76472], [-3.88515, 1.66603, 2.94408], [-3.85409, 3.96829, 3.80732], [-4.17539, 5.88718, 2.26897], [-4.54685, 5.45787, -0.14633], [-4.60298, 3.17465, -1.00155], [-5.68669, 0.24993, 2.63838], [-7.93848, -0.70832, 2.86003], [-9.22813, -1.35349, 0.84070], [-8.21916, -1.03313, -1.39983], [-5.95464, -0.09834, -1.61495], [4.44329, 2.33013, 1.79973], [3.64868, 2.44052, 0.50662], [4.32987, 3.44335, -0.42880], [2.21686, 2.88654, 0.80708], [3.65745, 1.13717, -0.07301], [2.65621, 0.45960, -1.21351], [1.41680, -0.23382, -0.53755], [3.61479, -0.57290, -2.09140], [4.70658, -1.42666, -1.77848], [4.76318, -2.46568, -2.89097], [6.00298, -0.61263, -1.75568], [4.50394, -2.12488, -0.43384], [2.32211, 1.69436, -2.25807], [1.70010, 1.71788, -3.55282], [0.49534, 2.64342, -3.45301], [2.73331, 2.29294, -4.51505], [1.26444, 0.33236, -4.04097], [4.53772, 3.30960, 2.28194], [5.44364, 1.94026, 1.58748], [3.94181, 1.63909, 2.48822], [4.29933, 4.45016, 0.00143], [3.81796, 3.44546, -1.39270], [5.37552, 3.15626, -0.58961], [2.21373, 3.85568, 1.31547], [1.71397, 2.14791, 1.43758], [1.64813, 2.97281, -0.12723], [4.86310, -1.96828, -3.86025], [3.83830, -3.05146, -2.89514], [5.61271, -3.14043, -2.74413], [6.17168, -0.14717, -2.73208], [6.85635, -1.25437, -1.51237], [5.91855, 0.17488, -1.00271], [3.53105, -2.62807, -0.41716], [4.53636, -1.38462, 0.37215], [5.29264, -2.86531, -0.26631], [0.79905, 3.60670, -3.03089], [-0.26107, 2.18973, -2.80907], [0.05759, 2.80930, -4.44350], [3.01524, 3.30785, -4.21425], [2.33479, 2.32243, -5.53337], [3.62930, 1.66372, -4.50120], [0.51623, -0.08600, -3.36887], [2.12665, -0.34041, -4.07582], [0.83260, 0.40971, -5.04173], [-1.83093, -3.52754, 2.69093], [0.06849, -4.39489, 2.25921], [-0.03520, -5.53694, 4.12028], [-2.63161, -4.19856, 2.37854], [-1.89649, -2.59057, 2.13530], [-1.90607, -3.32952, 3.76246], [-0.19659, -4.86438, 4.96959], [0.92837, -6.04244, 4.25828], [-0.82649, -6.29459, 4.11130], [2.64829, -1.18193, 2.41328], [1.49565, -0.33771, 2.81160], [0.31768, -0.27512, 2.22066], [-0.42918, 0.66850, 2.91078], [0.30057, 1.16681, 3.93688], [1.51944, 0.51700, 3.85972], [2.67103, -1.22875, 1.32539], [2.52006, -2.19597, 2.78434], [3.58955, -0.76480, 2.78048], [-1.44382, 0.90198, 2.63315], [0.07825, 1.91265, 4.68345], [2.29864, 0.64424, 4.47443], [0.89010, -3.58749, -1.86803], [-0.41397, -3.62941, -1.07195], [-1.57956, -3.11192, -1.90751], [-0.26355, -2.92538, 0.13773], [0.76584, -4.02326, -2.86714], [1.67188, -4.14016, -1.33726], [1.21766, -2.54486, -1.97054], [-0.62475, -4.67803, -0.81676], [-1.38377, -2.08545, -2.23123], [-2.49595, -3.12010, -1.30708], [-1.73349, -3.73432, -2.79607]]}